ORCA calculation (wB97M-V/def2-TZVPD) on a molecular structure, C25H22FN2O10S2.

Each line ends with the natural charge from an NBO analysis.
CARTESIAN COORDINATES (ANGSTROEM)
C (-3.49, -1.66, -1.29)  -0.668
C (-4.62, -2.56, -1.80)  0.539
C (-5.95, -1.80, -1.83)  -0.625
O (-4.30, -2.95, -3.16)  -0.544
C (-3.28, -3.87, -3.27)  0.747
O (-2.63, -4.04, -4.30)  -0.705
C (-2.95, -4.66, -2.13)  -0.477
C (-1.77, -5.56, -2.17)  -0.446
C (-0.50, -4.83, -1.86)  0.089
C (-0.05, -4.72, -0.55)  -0.221
C (1.12, -4.05, -0.27)  -0.202
C (1.86, -3.47, -1.29)  0.032
N (3.09, -2.74, -1.00)  0.518
O (3.71, -2.22, -1.93)  -0.410
O (3.46, -2.65, 0.18)  -0.412
C (1.40, -3.55, -2.59)  -0.188
C (0.23, -4.22, -2.87)  -0.232
C (-3.75, -4.60, -0.95)  0.747
O (-3.49, -5.37, -0.03)  -0.700
O (-4.76, -3.67, -0.88)  -0.544
H (-2.55, -2.21, -1.28)  0.239
H (-3.37, -0.80, -1.95)  0.208
H (-3.70, -1.32, -0.28)  0.208
H (-6.74, -2.45, -2.19)  0.221
H (-6.22, -1.46, -0.83)  0.213
H (-5.89, -0.94, -2.49)  0.213
H (-1.92, -6.38, -1.45)  0.235
H (-1.71, -6.02, -3.16)  0.223
H (-0.63, -5.14, 0.24)  0.236
H (1.49, -3.96, 0.74)  0.233
H (1.97, -3.09, -3.37)  0.231
H (-0.16, -4.24, -3.87)  0.248
C (-2.70, 5.77, 1.57)  -0.180
C (-1.63, 6.64, 1.66)  -0.214
C (-0.47, 6.23, 2.27)  -0.213
C (-0.37, 4.95, 2.78)  -0.229
S (1.13, 4.46, 3.67)  2.089
N (2.08, 3.88, 2.33)  -0.400
F (1.48, 2.78, 1.87)  -0.182
S (3.53, 3.24, 3.06)  2.082
C (4.36, 2.56, 1.59)  -0.231
C (4.21, 1.23, 1.26)  -0.207
C (4.90, 0.71, 0.19)  -0.207
C (5.74, 1.52, -0.55)  -0.180
C (5.88, 2.85, -0.22)  -0.207
C (5.18, 3.37, 0.85)  -0.225
O (4.47, 4.35, 3.43)  -0.862
O (3.34, 2.01, 3.91)  -0.843
O (1.61, 5.79, 4.17)  -0.852
O (0.60, 3.39, 4.59)  -0.848
C (-1.43, 4.09, 2.68)  -0.207
C (-2.60, 4.50, 2.08)  -0.209
H (-3.62, 6.10, 1.11)  0.217
H (-1.71, 7.64, 1.27)  0.218
H (0.37, 6.90, 2.39)  0.241
H (3.58, 0.61, 1.88)  0.248
H (4.78, -0.33, -0.07)  0.252
H (6.30, 1.11, -1.37)  0.219
H (6.54, 3.49, -0.79)  0.214
H (5.30, 4.40, 1.15)  0.238
H (-1.35, 3.10, 3.12)  0.248
H (-3.44, 3.82, 2.02)  0.224

As for the net charge: -1. As for the gap between HOMO and LUMO: 5.50 eV. As for the total energy: -74119.9511 eV. As for the multiplicity: 1. The value obtained for the energy above the lowest of the compared OMol25 structures with the same formula, charge and spin is 3.733 eV.